No. 1
7
Properties=species:S:1:pos:R:3 method="wB97M-V/def2-TZVPD" relative_energy_kj_mol=17.7 gap_ev="9.256 / 7.181"
Cl 0.890 -1.278 1.924
Cl 0.545 1.541 3.066
P 1.403 0.636 1.557
F -0.460 0.326 -2.791
F -1.318 0.447 -0.721
F -0.637 -1.497 -1.525
C -0.423 -0.174 -1.509

---

No. 2
9
Properties=species:S:1:pos:R:3 method="wB97M-V/def2-TZVPD" relative_energy_kj_mol=42.6 smiles="O=[N+]([O-])C(Cl)(Cl)[N+](=O)[O-]" gap_ev=10.312
Cl -0.672 -1.488 1.197
Cl -1.936 0.062 -1.006
O 0.190 0.884 1.960
O 1.104 -1.836 -0.718
O -0.011 2.100 0.212
O 1.291 0.106 -1.620
N -0.183 1.111 0.867
N 0.815 -0.732 -0.924
C -0.599 -0.207 0.032

---

No. 3
6
Properties=species:S:1:pos:R:3 method="wB97M-V/def2-TZVPD" relative_energy_kj_mol=198.7 gap_ev=8.559 total_charge=+1
Cl 0.612 1.738 -1.208
Cl 0.874 0.699 1.913
Cl 1.746 -1.707 -0.568
P 0.401 0.353 0.077
N -2.367 -0.716 -0.138
C -1.266 -0.366 -0.076

---

No. 4
6
Properties=species:S:1:pos:R:3 method="wB97M-V/def2-TZVPD" relative_energy_kj_mol=156.8 gap_ev=9.530
Cl -0.947 1.522 0.362
Cl 0.083 0.006 -1.925
Cl 1.920 1.417 -0.190
P -0.130 -0.667 1.167
O -0.987 -1.665 0.578
C 0.434 0.511 -0.293

---

No. 5
9
Properties=species:S:1:pos:R:3 method="wB97M-V/def2-TZVPD" relative_energy_kj_mol=0.0 smiles="ClC(Cl)(Cl)N=P(Cl)(Cl)Cl" gap_ev=9.809
Cl 2.758 0.928 -0.778
Cl -2.516 -0.126 -1.541
Cl 1.710 -1.779 -0.073
Cl 1.120 0.607 1.547
Cl -1.984 1.594 1.050
Cl -1.494 -1.629 0.931
P -1.182 0.094 -0.116
N 0.133 0.286 -0.922
C 1.456 0.025 -0.099

---

No. 6
6
Properties=species:S:1:pos:R:3 method="wB97M-V/def2-TZVPD" relative_energy_kj_mol=110.3 smiles=N#CN(F)OCl gap_ev="9.467 / 9.468"
Cl 0.132 -2.329 -0.027
F -1.389 0.331 0.750
O -0.522 -0.886 -0.964
N -0.494 0.203 -0.393
N 1.514 1.717 0.517
C 0.759 0.963 0.117

---

No. 7
7
Properties=species:S:1:pos:R:3 method="wB97M-V/def2-TZVPD" relative_energy_kj_mol=90.7 gap_ev=9.083
I -0.014 2.981 -0.668
Cl 1.567 -0.622 -1.752
N 0.446 -0.658 -0.380
N -0.993 0.907 1.413
N -0.298 -2.643 0.578
N 0.072 -1.693 0.107
C -0.779 1.728 0.702

---

No. 8
7
Properties=species:S:1:pos:R:3 method="wB97M-V/def2-TZVPD" relative_energy_kj_mol=0.0 smiles="N#CN(Cl)[N+](=O)[O-]" gap_ev=10.159
Cl 1.022 -0.651 1.799
O -0.105 0.814 -1.515
O 1.646 1.209 -0.307
N 0.065 -0.140 0.458
N 0.608 0.707 -0.581
N -2.134 -1.209 0.002
C -1.102 -0.730 0.143

---

No. 9
4
Properties=species:S:1:pos:R:3 method="wB97M-V/def2-TZVPD" relative_energy_kj_mol=362.6 gap_ev=8.614
Cl 0.092 -1.982 -0.311
O 0.963 -0.628 0.044
N -0.789 1.802 0.079
C -0.265 0.808 0.188

---

No. 10
5
Properties=species:S:1:pos:R:3 method="wB97M-V/def2-TZVPD" relative_energy_kj_mol=201.2 gap_ev=8.921
Cl -0.268 -1.630 0.655
O 0.541 1.340 -0.648
O 1.166 -1.188 0.462
N -1.111 -0.144 0.224
C -0.205 0.588 -0.208

---

No. 11
8
Properties=species:S:1:pos:R:3 method="wB97M-V/def2-TZVPD" relative_energy_kj_mol=327.3 gap_ev=5.636 total_charge=-2
Cl -1.847 -1.271 -0.537
S -0.927 0.384 0.140
S 3.005 0.036 -0.449
O -1.949 1.451 -0.723
O 1.024 -1.345 0.521
O -1.192 0.443 1.551
N 0.512 0.602 -0.460
C 1.374 -0.300 -0.043

---

No. 12
11
Properties=species:S:1:pos:R:3 method="wB97M-V/def2-TZVPD" gap_ev=7.940 total_charge=-1
Cu 0.489 -1.961 0.331
S 2.397 0.094 -0.430
S -0.147 1.299 -0.552
F -0.192 2.860 0.160
O 2.277 -1.429 -0.242
O -3.544 -0.685 0.212
O -1.606 0.945 -0.057
O -1.519 -1.548 -0.265
O 3.393 0.651 0.547
N 0.834 0.495 0.340
C -2.382 -0.720 -0.045

---

No. 13
5
Properties=species:S:1:pos:R:3 method="wB97M-V/def2-TZVPD" relative_energy_kj_mol=6.8 gap_ev=11.492
F -1.776 1.569 0.399
F -0.165 0.319 0.230
N 1.320 -1.753 -0.953
N 1.731 -0.782 -0.709
C -1.110 0.648 1.032

---

No. 14
6
Properties=species:S:1:pos:R:3 method="wB97M-V/def2-TZVPD" relative_energy_kj_mol=50.6 smiles="O=C([O-])N(F)F" gap_ev=9.435 total_charge=-1
F -1.335 1.093 0.252
F -1.455 -1.064 -0.425
O 1.270 -0.998 0.395
O 1.300 1.070 -0.451
N -0.594 -0.136 0.329
C 0.814 0.034 -0.100

---

No. 15
6
Properties=species:S:1:pos:R:3 method="wB97M-V/def2-TZVPD" relative_energy_kj_mol=568.4 smiles=N#S#CP(F)F gap_ev="7.732 / 7.390"
S -1.816 -0.174 0.448
P 0.995 -0.128 -0.491
F 1.711 -1.390 0.316
F 1.985 1.095 0.009
N -1.904 0.633 -0.804
C -0.157 -0.016 0.772

---

No. 16
5
Properties=species:S:1:pos:R:3 method="wB97M-V/def2-TZVPD" relative_energy_kj_mol=337.0 gap_ev=9.507
S -0.810 -0.091 -0.871
F 0.408 0.681 1.206
F -2.008 -0.355 0.300
O 0.454 -0.865 -0.423
C 0.721 0.570 -0.141

---

No. 17
7
Properties=species:S:1:pos:R:3 method="wB97M-V/def2-TZVPD" relative_energy_kj_mol=36.4 smiles=FC(F)(F)P(I)I gap_ev=8.339
I 1.781 2.071 0.021
I 1.822 -1.961 0.182
P 0.867 -0.061 -0.915
F -1.134 1.215 0.162
F -1.806 -0.651 -0.630
F -0.728 -0.578 1.179
C -0.802 -0.036 0.001

---

No. 18
13
Properties=species:S:1:pos:R:3 method="wB97M-V/def2-TZVPD" relative_energy_kj_mol=0.0 gap_ev=6.330 total_charge=+1
In -1.078 -2.203 1.189
S -0.191 0.197 -0.600
S -3.133 -0.908 1.497
S 1.376 -1.103 1.312
Mg -1.173 0.400 2.299
F 2.240 1.231 -0.853
F 1.443 0.300 -2.630
F 0.691 2.218 -1.984
O 0.135 -1.146 2.415
O -0.402 1.158 0.546
O -1.430 0.039 -1.516
N 0.366 -1.230 -0.096
C 1.155 1.048 -1.580

---

No. 19
14
Properties=species:S:1:pos:R:3 method="wB97M-V/def2-TZVPD" relative_energy_kj_mol=0.0 spin_multiplicity=3 gap_ev="5.758 / 5.940" total_charge=+1
Pr 2.158 -1.516 1.272
S 3.722 0.398 -0.878
S 2.656 2.325 -1.543
S -0.889 0.161 1.093
Mg 0.661 0.349 -1.619
F -3.291 -0.161 0.004
F -1.845 -1.715 -0.422
F -2.811 -1.603 1.534
O 1.637 1.691 -2.640
O -1.379 1.389 1.820
O -0.680 0.736 -0.314
O 2.285 -0.441 -0.605
N 0.098 -0.714 1.772
C -2.320 -0.899 0.526

---

No. 20
8
Properties=species:S:1:pos:R:3 method="wB97M-V/def2-TZVPD" relative_energy_kj_mol=17.8 smiles="O=[N+]([O-])OC(F)(F)F" gap_ev=13.036
F -1.780 0.231 -0.395
F -0.720 0.869 1.401
F -0.755 2.060 -0.485
O 0.473 0.359 -0.338
O 1.890 -1.276 -0.658
O 0.241 -1.649 0.625
N 0.913 -1.096 -0.075
C -0.692 0.862 0.043

---

Number 1: strongest force on any atom 2.2 eV/A. Number 2: strongest force on any atom 3.6 eV/A. Number 3: strongest force on any atom 5.2 eV/A. Number 4: strongest force on any atom 1.9 eV/A. Number 5: strongest force on any atom 3.9 eV/A. Number 6: strongest force on any atom 5.5 eV/A. Number 7: strongest force on any atom 6.3 eV/A. Number 8: strongest force on any atom 1.7 eV/A. Number 9: strongest force on any atom 8.0 eV/A. Number 10: strongest force on any atom 1.3 eV/A. Number 11: strongest force on any atom 8.7 eV/A. Number 12: strongest force on any atom 2.1 eV/A. Number 13: strongest force on any atom 1.2 eV/A. Number 14: strongest force on any atom 3.8 eV/A. Number 15: strongest force on any atom 3.3 eV/A. Number 16: strongest force on any atom 3.7 eV/A. Number 17: strongest force on any atom 2.2 eV/A. Number 18: strongest force on any atom 6.4 eV/A. Number 19: strongest force on any atom 7.6 eV/A. Number 20: strongest force on any atom 6.1 eV/A.